A 2-piece molecular cluster, C4H8N2 overall. Source: the Open Molecules 2025 dataset; level of theory: the ωB97M-V functional and the def2-TZVPD basis.

Structure (XYZ):
```
14
Properties=species:S:1:pos:R:3:forces:R:3:mulliken_charge:R:1
C -1.072 -1.329 0.682 -0.067 -0.158 0.034 -0.869
N -0.653 -0.038 0.148 0.021 0.072 0.203 -0.325
C 0.782 0.072 -0.026 0.049 -0.001 -0.144 -0.196
C 0.208 2.124 -1.885 -0.340 -0.221 -0.212 -0.452
C 1.574 -0.103 1.215 0.473 -0.115 0.885 0.230
N 2.144 -0.230 2.214 -0.547 0.113 -0.968 -0.420
H -0.825 -2.115 -0.041 -0.029 0.110 0.107 0.274
H -2.158 -1.326 0.814 0.166 -0.002 -0.013 0.301
H -0.599 -1.583 1.645 -0.075 0.045 -0.161 0.323
H -0.971 0.705 0.762 0.025 -0.065 -0.097 0.285
H 1.117 -0.673 -0.757 -0.016 0.110 0.127 0.370
H 1.029 1.073 -0.433 0.032 -0.146 0.090 0.072
H 0.304 1.353 -2.684 0.069 0.189 0.157 0.209
H -0.879 2.071 -1.655 0.238 0.071 -0.008 0.200
```
Positions in Å, forces in eV/Å.

For the energy above the lowest of the compared OMol25 structures with the same formula, charge and spin, the calculation gives 124.3 kcal/mol. The total energy comes out at -266.5240 hartree. The HOMO-LUMO gap (spin up / spin down) comes out at 8.51 / 8.51 eV. The LUMO energy (spin up / spin down) comes out at -0.0441 / -0.0429 Ha. The largest force on an atom comes out at 1.1 eV/Å.

***

One molecule with the formula C4H8N2. Source: the Open Molecules 2025 dataset; level of theory: the ωB97M-V functional and the def2-TZVPD basis.

Structure (XYZ):
```
14
Properties=species:S:1:pos:R:3:forces:R:3:mulliken_charge:R:1
C -0.342 1.308 0.343 -0.003 0.082 -0.042 -1.060
N -0.363 -0.012 -0.274 0.023 0.008 -0.135 0.046
C -1.308 -0.935 0.318 0.037 -0.174 0.015 -0.941
C 0.890 -0.418 -0.905 0.209 -0.273 0.054 -0.395
C 2.048 0.032 -0.115 0.697 0.398 0.946 0.237
N 2.827 0.154 0.731 -0.393 0.203 -0.900 -0.469
H -1.299 1.489 0.844 0.148 -0.109 -0.193 0.332
H -0.216 2.092 -0.414 0.055 -0.093 0.087 0.301
H 0.451 1.434 1.099 -0.150 -0.094 -0.111 0.375
H -1.139 -1.138 1.388 0.111 -0.049 -0.141 0.330
H -1.313 -1.881 -0.229 0.074 0.063 0.073 0.339
H -2.317 -0.505 0.227 0.279 -0.144 0.010 0.321
H 0.870 -0.166 -1.969 0.504 0.539 0.196 0.315
H 1.257 -1.462 -0.920 -1.589 -0.357 0.142 0.268
```
Positions in Å, forces in eV/Å.

For the energy above the lowest of the compared OMol25 structures with the same formula, charge and spin, the calculation gives 35.3 kcal/mol. The total energy comes out at -266.6657 hartree. The HOMO-LUMO gap comes out at 9.56 eV. The LUMO energy comes out at 0.0301 Ha. The largest force on an atom comes out at 1.6 eV/Å.

***

One molecule with the formula C4H8N2. Source: the Open Molecules 2025 dataset; level of theory: the ωB97M-V functional and the def2-TZVPD basis.

Structure (XYZ):
```
14
Properties=species:S:1:pos:R:3:forces:R:3:mulliken_charge:R:1
C -0.261 1.283 0.577 0.083 -0.139 -0.119 -0.981
N -0.345 -0.020 -0.075 -0.496 0.348 0.436 0.051
C -1.570 -0.785 0.122 0.054 -0.006 0.011 -0.900
C 0.694 -0.537 -0.681 0.715 -0.342 -0.460 -0.033
C 2.119 -0.146 -0.525 -0.559 -0.314 0.116 -0.045
N 2.520 0.648 0.364 0.110 -0.184 -0.333 -0.694
H -1.094 1.389 1.275 0.171 -0.014 -0.050 0.361
H -0.305 2.078 -0.174 -0.011 -0.051 0.105 0.254
H 0.736 1.333 1.049 -0.257 0.113 0.032 0.460
H -1.638 -1.086 1.173 -0.073 0.016 -0.116 0.356
H -1.554 -1.680 -0.503 -0.005 0.144 0.078 0.280
H -2.442 -0.178 -0.133 0.112 -0.066 0.007 0.341
H 0.499 -1.502 -1.156 0.133 0.171 0.111 0.255
H 2.754 -0.800 -1.165 0.025 0.324 0.183 0.294
```
Positions in Å, forces in eV/Å.

For the energy above the lowest of the compared OMol25 structures with the same formula, charge and spin, the calculation gives 80.0 kcal/mol. The total energy comes out at -266.5945 hartree. The HOMO-LUMO gap (spin up / spin down) comes out at 7.92 / 6.59 eV. The LUMO energy (spin up / spin down) comes out at 0.0095 / 0.0033 Ha. The largest force on an atom comes out at 0.9 eV/Å.

***

One molecule with the formula C4H8N2. Source: the Open Molecules 2025 dataset; level of theory: the ωB97M-V functional and the def2-TZVPD basis.

Structure (XYZ):
```
14
Properties=species:S:1:pos:R:3:forces:R:3:mulliken_charge:R:1
C 1.592 -0.893 -0.025 -0.031 0.001 -0.128 -1.174
N 0.317 1.352 -0.159 0.128 -1.898 0.754 -0.696
C 0.350 -0.196 0.434 1.340 1.805 1.598 0.964
C -1.585 0.692 -1.411 0.642 0.274 0.164 -0.359
C -0.351 -0.532 1.534 0.004 0.333 -0.360 -1.059
N -0.414 0.502 -0.916 -1.736 -0.078 -2.298 0.073
H -0.276 2.065 0.289 -0.023 -0.236 0.160 0.294
H 1.342 -1.610 -0.811 0.064 0.024 0.105 0.250
H 2.052 -1.422 0.810 -0.089 0.000 -0.027 0.364
H 2.313 -0.185 -0.428 -0.044 0.021 0.005 0.311
H -2.051 1.674 -1.379 -0.106 0.006 0.188 0.231
H -2.055 -0.122 -1.939 -0.006 -0.059 -0.006 0.263
H -1.289 -0.063 1.786 0.006 0.187 0.080 0.277
H 0.053 -1.263 2.216 -0.149 -0.381 -0.236 0.261
```
Positions in Å, forces in eV/Å.

For the energy above the lowest of the compared OMol25 structures with the same formula, charge and spin, the calculation gives 106.7 kcal/mol. The total energy comes out at -266.5519 hartree. The HOMO-LUMO gap (spin up / spin down) comes out at 8.32 / 8.32 eV. The LUMO energy (spin up / spin down) comes out at 0.0269 / 0.0269 Ha. The largest force on an atom comes out at 2.9 eV/Å.

***

One molecule with the formula C4H8N2. Source: the Open Molecules 2025 dataset; level of theory: the ωB97M-V functional and the def2-TZVPD basis.

Structure (XYZ):
```
14
Properties=species:S:1:pos:R:3:forces:R:3:mulliken_charge:R:1
C 0.447 1.336 -1.318 1.521 -3.523 0.238 -1.330
C -0.269 0.445 -0.291 -1.037 3.337 0.684 0.143
C -1.039 -0.777 -0.602 0.213 -1.170 -0.691 -0.455
C 0.517 -1.201 1.390 -0.145 -1.006 3.195 0.093
H -0.219 1.951 -1.865 -0.647 0.447 -0.595 0.321
H 0.940 0.503 -1.948 -0.485 1.800 0.239 0.302
H 1.240 1.929 -0.855 -0.150 -0.072 -0.011 0.284
H -0.723 1.083 0.512 0.169 -0.769 -0.445 0.462
H -0.924 -1.286 -1.576 -0.550 0.597 0.454 0.227
H -1.948 -0.967 -0.033 0.157 0.000 -0.105 0.293
H 0.693 -2.344 1.679 -0.504 2.253 -1.609 0.292
H 0.427 0.627 2.337 0.617 -3.600 -0.003 0.256
N 0.232 -0.794 0.099 1.337 -1.151 0.210 -0.299
N 0.625 -0.504 2.474 -0.495 2.856 -1.562 -0.587
```
Positions in Å, forces in eV/Å.

For the energy above the lowest of the compared OMol25 structures with the same formula, charge and spin, the calculation gives 54.9 kcal/mol. The total energy comes out at -266.6346 hartree. The HOMO-LUMO gap comes out at 10.40 eV. The LUMO energy comes out at 0.0381 Ha. The largest force on an atom comes out at 3.8 eV/Å.

***

An isolated ion of composition C4H8N2 and charge +2. Source: the Open Molecules 2025 dataset; level of theory: the ωB97M-V functional and the def2-TZVPD basis.

Structure (XYZ):
```
14
Properties=species:S:1:pos:R:3:forces:R:3:mulliken_charge:R:1
C -0.817 -0.126 -0.014 2.197 0.338 1.431 0.284
C 1.444 -1.366 0.047 1.067 -2.142 -0.072 0.088
C -0.647 1.303 0.133 0.555 2.417 -0.023 -0.507
C 0.882 1.069 -0.079 2.382 1.152 -2.032 -0.619
N 0.638 -0.412 0.066 -1.675 2.897 -0.737 0.159
N -1.724 -0.965 -0.051 -3.300 -0.612 -0.325 -0.127
H 2.536 -1.066 0.020 -1.160 -0.874 0.085 0.313
H 1.022 -2.411 0.030 1.000 0.940 0.114 0.246
H -1.240 2.043 -0.444 0.587 -0.721 -0.777 0.412
H -0.921 1.781 1.090 0.166 -1.090 0.537 0.363
H 1.236 1.299 -1.145 -1.123 -0.723 0.900 0.342
H 1.853 1.455 0.380 -1.973 -0.284 0.879 0.403
H -2.746 -0.670 -0.181 1.569 -0.602 0.372 0.370
H -1.518 -1.932 0.147 -0.292 -0.695 -0.354 0.273
```
Positions in Å, forces in eV/Å.

For the energy above the lowest of the compared OMol25 structures with the same formula, charge and spin, the calculation gives 21.0 kcal/mol. The total energy comes out at -265.9410 hartree. The HOMO-LUMO gap comes out at 10.20 eV. The LUMO energy comes out at -0.4128 Ha. The largest force on an atom comes out at 3.4 eV/Å. As for the total charge: +2.

***

A 2-piece molecular cluster, C4H8N2O overall. Source: the Open Molecules 2025 dataset; level of theory: the ωB97M-V functional and the def2-TZVPD basis.

Structure (XYZ):
```
15
Properties=species:S:1:pos:R:3:forces:R:3:mulliken_charge:R:1
C 0.131 -1.760 -1.440 1.116 1.984 1.584 -0.960
C 0.075 -0.295 -0.909 1.803 -0.201 1.800 0.437
C -0.915 0.659 -0.962 0.200 0.503 0.185 -0.651
N -0.445 1.723 -0.176 0.162 4.325 1.942 -0.091
C 0.896 1.424 0.266 -1.137 1.002 0.340 -0.596
N 1.152 0.177 -0.069 -1.047 -3.644 -2.506 -0.765
H 0.796 -1.754 -2.312 -0.782 -0.476 -0.236 0.229
H -0.866 -2.148 -1.465 -0.590 -0.298 -1.005 0.283
H 0.628 -2.378 -0.675 0.054 0.383 -0.114 0.264
H -1.903 0.808 -1.355 -0.081 -0.702 -0.339 0.441
H -0.877 2.698 0.117 0.810 -3.315 -1.364 0.209
H 1.633 2.049 0.756 -0.547 0.409 -0.128 0.323
H 0.072 -0.173 2.011 -0.102 0.003 -0.262 0.393
H 0.089 -0.465 3.489 0.378 0.111 0.543 0.322
O -0.464 -0.566 2.725 -0.237 -0.084 -0.438 -0.839
```
Positions in Å, forces in eV/Å.

For the energy above the lowest of the compared OMol25 structures with the same formula, charge and spin, the calculation gives 35.7 kcal/mol. The total energy comes out at -341.8708 hartree. The HOMO-LUMO gap (spin up / spin down) comes out at 2.68 / 7.35 eV. Its expectation value of S² is 0.761. The LUMO energy (spin up / spin down) comes out at 0.1588 / 0.1541 Ha. The largest force on an atom comes out at 4.7 eV/Å. Its spin multiplicity is 2. As for the total charge: -1.

***

One molecule with the formula C4H8N2O. Source: the Open Molecules 2025 dataset; level of theory: the ωB97M-V functional and the def2-TZVPD basis.

Structure (XYZ):
```
15
Properties=species:S:1:pos:R:3:forces:R:3:mulliken_charge:R:1
C -0.023 -1.701 -0.848 0.062 -0.055 0.671 -1.152
C 0.398 -0.274 -1.018 -0.711 2.225 -2.338 0.894
N 0.623 1.035 1.579 1.003 -0.048 0.102 -0.468
C -1.203 0.829 -0.056 -1.084 -1.505 2.781 -0.279
C -0.674 0.646 1.201 -2.105 1.465 -0.192 -0.340
O 1.659 -0.161 -1.463 0.020 -0.310 0.072 -0.502
N -0.370 0.806 -1.109 3.357 -1.479 -0.825 -0.654
H 1.866 0.787 -1.492 -0.205 -0.163 -0.091 0.372
H 0.826 0.962 2.571 -0.314 -0.143 -0.373 0.224
H 0.877 1.976 1.279 -0.138 -0.406 -0.161 0.208
H -2.275 0.791 -0.249 -0.002 0.152 0.360 0.378
H -1.359 0.503 2.038 -0.045 -0.037 -0.165 0.326
H 0.369 -2.298 -1.678 0.109 0.282 0.089 0.380
H -1.108 -1.803 -0.832 0.123 0.177 0.131 0.331
H 0.395 -2.098 0.078 -0.070 -0.154 -0.062 0.283
```
Positions in Å, forces in eV/Å.

For the energy above the lowest of the compared OMol25 structures with the same formula, charge and spin, the calculation gives 63.5 kcal/mol. The total energy comes out at -341.9025 hartree. The HOMO-LUMO gap comes out at 8.32 eV. The LUMO energy comes out at 0.0360 Ha. The largest force on an atom comes out at 3.8 eV/Å.